# 1
13
Properties=species:S:1:pos:R:3 method="wB97M-V/def2-TZVPD" de_lowest_kj_mol=397.3 smiles="[O-]/C=C/[NH+]1CC1"
O -2.810 -0.715 1.457
C -1.927 -0.307 0.700
C -0.613 0.030 1.017
N 0.194 0.554 -0.070
C 0.669 -0.344 -1.168
C 1.624 0.207 -0.189
H -2.157 -0.187 -0.405
H -0.124 0.018 1.977
H -0.115 1.507 -0.229
H 0.673 0.024 -2.190
H 0.317 -1.359 -1.016
H 1.966 -0.425 0.623
H 2.302 0.995 -0.507

# 2
15
Properties=species:S:1:pos:R:3 method="wB97M-V/def2-TZVPD" de_lowest_kj_mol=362.7
C -1.831 -0.137 0.223
C -0.397 0.479 -0.126
C 0.699 -0.360 -0.187
C 0.395 -1.846 -0.230
C 2.040 0.187 -0.069
H -2.005 -0.717 1.161
H -2.427 0.732 0.092
H -2.211 -1.115 -0.535
H -1.140 2.376 -0.156
H 0.734 2.225 -0.082
H 1.387 -2.253 -0.651
H 2.218 1.397 0.015
N -0.327 1.794 0.124
O -0.615 -2.399 0.236
S 3.482 -0.363 0.185

# 3
40
Properties=species:S:1:pos:R:3 method="wB97M-V/def2-TZVPD" de_lowest_kj_mol=0.9 spin_multiplicity=5 total_charge=+2
Ir -0.083 0.173 -0.246
C 2.711 0.747 -2.762
C 1.293 0.354 -2.505
C 0.930 -0.988 -2.275
C -0.407 -1.361 -2.047
C -0.812 -2.791 -1.868
C -1.391 -0.325 -1.976
C -1.066 1.033 -2.245
C -2.138 2.074 -2.297
C 0.287 1.344 -2.484
H 3.047 1.482 -2.028
H 2.783 1.228 -3.740
H 3.380 -0.110 -2.748
H 1.693 -1.756 -2.283
H -1.453 -2.920 -0.995
H 0.051 -3.446 -1.779
H -1.394 -3.101 -2.739
H -2.428 -0.586 -1.800
H -2.911 1.890 -1.552
H -2.614 2.029 -3.280
H -1.734 3.075 -2.163
H 0.568 2.379 -2.638
O 4.159 0.453 6.563
N 4.115 1.165 5.593
O 4.713 2.194 5.391
C 3.208 0.720 4.498
C 3.129 1.532 3.346
C 2.307 1.156 2.330
C 1.529 -0.058 2.405
O 0.756 -0.510 1.526
C 1.684 -0.826 3.621
C 2.496 -0.454 4.660
N 0.906 -2.068 3.672
O -0.120 -2.012 4.299
O 1.374 -2.995 3.061
N 2.244 2.042 1.160
O 1.316 1.909 0.335
O 3.076 2.884 1.047
H 3.721 2.438 3.308
H 2.592 -1.036 5.569